Entry 1:
39
Properties=species:S:1:pos:R:3 method="wB97M-V/def2-TZVPD" lumo_ev=-2.54 multiplicity=1 relative_energy_kcal_mol=0.00 smiles="O=C1N=c2ccccc2=C1N/N=C/c1ccc(-c2ccc([N+](=O)[O-])cc2)o1"
O 5.895 -1.238 1.579
O -5.848 6.734 -0.971
O -5.358 6.408 -3.077
N 1.745 -0.874 0.877
N 5.538 -3.526 1.334
O -0.733 1.893 0.294
C 5.142 -2.205 1.457
C -1.728 0.566 -1.219
C -0.608 -0.127 -0.697
C -1.805 1.775 -0.595
C -0.011 0.705 0.233
C 3.057 -6.285 1.022
C 1.903 -5.511 1.011
C 4.327 -5.687 1.165
C -3.072 3.806 0.023
C -3.266 2.947 -2.215
C 1.984 -4.101 1.152
C -3.951 4.849 -0.275
C -4.154 4.002 -2.520
C 4.402 -4.287 1.207
C -2.733 2.848 -0.933
C 3.242 -3.501 1.224
C -4.477 4.979 -1.549
C 1.138 0.381 1.037
C 3.675 -2.140 1.328
N -5.288 6.069 -1.861
N 2.927 -0.962 1.366
H -2.453 0.170 -1.960
H -0.251 -1.132 -0.920
H 3.107 -7.342 0.935
H 0.919 -5.992 0.908
H 5.244 -6.252 1.131
H -2.643 3.673 1.035
H -3.037 2.268 -3.042
H 1.056 -3.540 1.114
H -4.239 5.534 0.519
H -4.575 4.089 -3.518
H 1.464 1.134 1.742
H 3.464 -0.128 1.658



Entry 2:
49
Properties=species:S:1:pos:R:3 method="wB97M-V/def2-TZVPD" lumo_ev=4.19 multiplicity=1 relative_energy_kcal_mol=3.02 total_charge=-2
Ti -2.344 -0.046 0.290
O -3.787 -0.611 1.237
As -0.927 2.320 2.208
O 0.575 1.664 1.969
O -2.024 1.563 0.881
C -1.799 1.276 3.747
C -2.325 2.182 4.670
C -2.965 1.785 5.836
C -3.104 0.436 6.109
C -2.603 -0.491 5.210
C -1.956 -0.075 4.050
S -1.355 -1.431 3.050
O -2.439 -2.404 3.025
O -0.140 -1.897 3.678
O -1.080 -0.875 1.701
H -3.677 -1.441 1.727
H -2.228 3.244 4.456
H -3.356 2.532 6.519
H -3.608 0.100 7.008
H -2.720 -1.552 5.388
O -2.238 -2.257 -0.494
C -1.664 -2.662 -1.491
C -0.699 -1.946 -2.298
C -0.241 -2.568 -3.451
C 0.668 -1.939 -4.275
C 1.152 -0.653 -3.949
C 0.728 -0.032 -2.818
C -0.215 -0.643 -1.918
O -0.551 -0.053 -0.859
N 1.114 -2.590 -5.475
O 1.905 -1.999 -6.201
O 0.688 -3.709 -5.735
H -1.889 -3.687 -1.844
H -0.602 -3.555 -3.712
H 1.866 -0.185 -4.612
H 1.088 0.950 -2.544
F -3.154 0.207 -1.317
N 2.476 -5.631 0.988
C 2.510 -4.507 0.745
C 2.569 -3.101 0.453
C 1.868 -2.158 1.210
C 2.000 -0.817 0.875
C 2.819 -0.499 -0.201
N 3.491 -1.391 -0.930
C 3.367 -2.666 -0.604
H 1.245 -2.455 2.044
H 1.470 -0.038 1.427
H 2.935 0.542 -0.484
H 3.920 -3.385 -1.200



Entry 3:
46
Properties=species:S:1:pos:R:3 method="wB97M-V/def2-TZVPD" lumo_ev=-10.20 multiplicity=1 relative_energy_kcal_mol=40.82 total_charge=+2
Sn -2.858 0.011 0.167
N 2.196 -5.520 0.487
C 1.396 -4.562 0.989
C 0.141 -4.293 0.393
C -0.652 -3.285 0.881
C -0.232 -2.534 1.979
C 0.977 -2.819 2.617
C 1.781 -3.816 2.126
S -1.214 -1.165 2.463
O -2.580 -1.449 1.997
O -1.051 -0.801 3.824
N -0.859 0.109 1.446
C 0.298 0.821 1.645
N 1.310 0.266 2.315
C 2.363 1.008 2.604
C 2.482 2.326 2.183
C 1.430 2.791 1.405
N 0.364 2.058 1.137
H 1.898 -6.072 -0.297
H 3.095 -5.719 0.889
H -0.190 -4.895 -0.445
H -1.620 -3.089 0.440
H 1.255 -2.269 3.502
H 2.716 -4.054 2.618
H 3.141 0.523 3.184
H 3.335 2.936 2.433
H 1.428 3.797 0.998
Br 1.277 -1.824 -2.900
C 0.477 -0.163 -3.088
C 0.837 0.689 -4.101
C 0.242 1.950 -4.206
Br 0.761 3.030 -5.629
C -0.726 2.415 -3.247
C -1.304 3.695 -3.261
C -2.188 4.041 -2.263
C -2.485 3.113 -1.266
N -1.961 1.893 -1.249
C -1.105 1.549 -2.211
C -0.552 0.195 -2.120
O -0.944 -0.574 -1.252
H 1.586 0.388 -4.820
H -1.047 4.400 -4.039
H -2.654 5.016 -2.243
H -3.160 3.365 -0.456
I -2.884 2.169 2.109
I -4.519 4.345 2.262



Entry 4:
47
Properties=species:S:1:pos:R:3 method="wB97M-V/def2-TZVPD" s2=0.7544 lumo_ev="-1.14 / -1.36" multiplicity=2 relative_energy_kcal_mol=0.00
Re -0.063 -0.029 0.117
O -3.678 -0.255 0.276
C -3.531 -1.409 1.069
C -2.355 -1.388 2.036
N -0.975 -1.571 1.482
C -0.058 -1.773 2.631
C 1.279 -1.083 2.450
O 2.192 -1.240 3.202
O 1.326 -0.265 1.391
C -0.907 -2.768 0.609
C -1.382 -2.411 -0.785
O -1.867 -3.188 -1.554
O -1.211 -1.112 -1.044
H -3.137 -0.342 -0.518
H -3.538 -2.321 0.463
H -4.419 -1.459 1.702
H -2.521 -2.198 2.756
H -2.355 -0.442 2.578
H 0.107 -2.834 2.821
H -0.498 -1.344 3.528
H -1.490 -3.602 1.004
H 0.138 -3.075 0.525
Cl -0.274 1.327 3.587
C -1.210 2.052 2.319
C -1.137 1.553 1.018
C -1.874 2.281 0.083
Cl -1.750 1.716 -1.558
C -2.679 3.368 0.369
Cl -3.565 4.157 -0.870
C -2.745 3.811 1.688
Cl -3.728 5.157 2.095
C -1.995 3.158 2.661
Cl -2.049 3.724 4.284
I 6.720 0.734 -5.499
C 5.121 0.487 -4.185
C 4.438 1.604 -3.724
C 3.375 1.438 -2.853
C 3.005 0.160 -2.448
C 3.695 -0.954 -2.914
C 4.757 -0.793 -3.786
C 1.874 -0.025 -1.524
O 1.499 -1.149 -1.117
O 1.214 1.009 -1.100
H 4.733 2.594 -4.042
H 2.829 2.294 -2.480
H 3.391 -1.939 -2.589
H 5.298 -1.654 -4.153



Entry 5:
39
Properties=species:S:1:pos:R:3 method="wB97M-V/def2-TZVPD" lumo_ev=-0.79 multiplicity=1 relative_energy_kcal_mol=0.00 smiles="O=C(O)/C(=C/c1ncc(-c2ccccc2Cl)s1)NC(=O)c1ccccc1"
O -2.051 4.905 -0.688
O -3.960 1.423 -1.975
Cl 2.925 -2.655 0.990
N 0.054 0.612 1.001
O -3.280 3.764 -2.192
S 2.194 2.071 0.592
C -2.370 3.853 -1.185
C -3.186 0.680 -1.378
C 0.438 1.771 0.535
C 1.184 -0.121 1.377
C 2.412 0.463 1.277
C -0.441 2.808 -0.050
C -1.679 2.614 -0.642
C -3.953 -3.532 -1.272
C 6.428 -0.838 1.868
C -4.999 -2.621 -1.494
C -2.655 -3.041 -1.085
C 6.118 0.513 1.964
C 5.417 -1.777 1.673
C -4.753 -1.273 -1.575
C -2.375 -1.662 -1.152
C 4.773 0.914 1.797
C 4.096 -1.407 1.478
C -3.448 -0.761 -1.384
C 3.768 -0.024 1.568
N -2.104 1.241 -0.688
H -3.533 2.800 -2.196
H 1.057 -1.050 1.832
H -0.094 3.845 -0.035
H -4.200 -4.578 -1.234
H 7.459 -1.170 2.012
H -5.977 -3.057 -1.598
H -1.840 -3.759 -0.891
H 6.923 1.224 2.146
H 5.660 -2.822 1.686
H -5.562 -0.576 -1.820
H -1.363 -1.345 -0.960
H 4.549 1.993 1.809
H -1.631 0.578 -0.108



Entry 6:
37
Properties=species:S:1:pos:R:3 method="wB97M-V/def2-TZVPD" lumo_ev=-3.32 multiplicity=1 relative_energy_kcal_mol=5.94 total_charge=+1
Pd 0.081 -0.531 0.144
C -4.037 -0.447 1.414
C -2.663 -0.187 1.366
N -1.927 -0.512 0.322
C -2.502 -1.113 -0.774
C -3.874 -1.410 -0.793
C -4.630 -1.068 0.349
C -4.427 -2.017 -1.945
C -3.612 -2.275 -3.006
C -2.235 -1.962 -3.001
C -1.642 -1.381 -1.900
N -0.320 -1.024 -1.689
C 0.803 -1.181 -2.488
C 0.916 -1.704 -3.758
C 2.173 -1.801 -4.396
C 3.328 -1.382 -3.809
C 3.269 -0.824 -2.509
C 4.395 -0.329 -1.819
C 4.259 0.234 -0.580
C 2.990 0.277 0.007
N 1.922 -0.197 -0.603
C 2.026 -0.742 -1.862
H -4.600 -0.162 2.290
H -2.157 0.310 2.182
H -5.688 -1.295 0.365
H -5.481 -2.258 -1.969
H -4.022 -2.733 -3.897
H -1.678 -2.190 -3.890
H 0.060 -2.048 -4.308
H 2.201 -2.224 -5.392
H 4.281 -1.458 -4.314
H 5.368 -0.389 -2.292
H 5.106 0.634 -0.042
H 2.837 0.719 0.982
N 0.835 -0.948 3.141
C 0.551 -0.597 2.080
H 1.081 -1.220 4.072



Entry 7:
48
Properties=species:S:1:pos:R:3 method="wB97M-V/def2-TZVPD" s2=3.7747 lumo_ev="-7.99 / -8.53" multiplicity=4 relative_energy_kcal_mol=58.25 total_charge=+2
Re -0.271 0.075 0.159
N -2.672 -3.499 0.827
C -1.654 -2.663 0.633
S -1.997 -1.266 -0.530
N -0.500 -2.799 1.157
N 0.392 -1.799 0.855
C 1.645 -1.939 1.192
C 2.226 -3.100 1.856
C 1.970 -4.391 1.386
C 2.549 -5.475 2.021
C 3.347 -5.281 3.142
C 3.588 -4.000 3.624
C 3.047 -2.906 2.974
C 2.457 -0.768 0.803
C 3.831 -0.710 0.874
C 4.483 0.439 0.427
C 3.754 1.491 -0.093
C 2.376 1.374 -0.173
N 1.743 0.270 0.263
H -3.553 -3.397 0.352
H -2.551 -4.285 1.451
H 1.362 -4.542 0.506
H 2.380 -6.473 1.640
H 3.784 -6.134 3.642
H 4.197 -3.855 4.505
H 3.217 -1.912 3.367
H 4.389 -1.550 1.256
H 5.562 0.497 0.482
H 4.230 2.394 -0.445
H 1.749 2.160 -0.565
O -5.652 4.450 2.664
N -4.581 4.999 2.543
O -4.272 6.096 2.933
C -3.531 4.226 1.835
C -3.888 3.030 1.243
C -2.881 2.340 0.601
C -1.529 2.738 0.575
O -0.614 1.973 0.016
C -1.246 3.974 1.184
C -2.243 4.722 1.792
N 0.126 4.515 1.228
O 0.239 5.687 1.461
O 1.040 3.728 1.056
N -3.271 1.189 -0.173
O -3.163 1.072 -1.331
O -2.380 -0.182 0.640
H -4.913 2.687 1.260
H -2.008 5.678 2.243



Entry 8:
44
Properties=species:S:1:pos:R:3 method="wB97M-V/def2-TZVPD" lumo_ev=1.63 multiplicity=1 relative_energy_kcal_mol=26.59 total_charge=-1
C -3.374 -2.417 2.375
S -2.916 -2.213 0.618
C -4.449 -2.891 -0.102
C -3.235 -0.532 0.360
C -2.192 0.416 0.307
C -2.582 1.853 0.060
C -3.832 2.359 0.473
C -4.181 3.700 0.206
C -3.240 4.532 -0.435
Br -3.692 6.362 -0.785
C -1.973 4.046 -0.819
C -1.649 2.707 -0.550
O -1.002 0.099 0.517
H -3.411 -3.496 2.574
H -2.597 -1.924 2.968
H -4.352 -1.935 2.489
H -4.447 -3.971 0.093
H -5.278 -2.378 0.401
H -4.422 -2.685 -1.178
H -4.273 -0.292 0.143
H -4.532 1.694 0.993
H -5.163 4.080 0.494
H -1.251 4.691 -1.318
H -0.666 2.316 -0.826
O 3.700 3.191 0.804
C 4.047 2.277 0.191
Co 4.530 0.799 -0.680
C 4.006 0.914 -2.367
O 3.638 0.914 -3.464
C 6.264 0.712 -0.858
O 7.419 0.586 -0.953
C 4.291 -0.817 0.453
C 2.960 -0.616 -0.019
C 1.794 -0.163 0.498
Co 4.008 -2.361 -0.570
C 3.181 -2.665 -2.101
O 2.622 -2.782 -3.113
C 3.457 -3.525 0.665
O 3.065 -4.206 1.515
C 5.699 -2.657 -0.954
O 6.829 -2.769 -1.215
H 4.424 -0.816 1.540
H 0.834 -0.489 0.098
H 1.940 0.353 1.472



Calculated maximum force in order - 7.1; 0.6; 1.8; 0.2; 3.1; 1.0; 1.6; 2.6 eV Å⁻¹
Calculated total energy in order - -1250.99215; -5232.04520; -7586.66871; -3990.27461; -1925.46765; -1078.56332; -2117.33593; -6996.70181 Ha